19 unconnected molecules or ions with the total composition C52H142O47S19 at a distorted geometry, computed with ωB97M-V with the def2-TZVPD basis set.

```
260
Properties=species:S:1:pos:R:3
O -2.89 2.32 -6.39
S -1.44 2.33 -6.27
O -0.68 2.69 -5.08
O -0.82 0.97 -6.73
C -1.31 0.34 -7.90
C -0.21 0.26 -8.93
C -0.85 3.34 -7.67
H -2.25 0.72 -8.32
H -1.54 -0.70 -7.68
H 0.54 -0.50 -8.70
H 0.38 1.16 -9.10
H -0.66 0.10 -9.91
H -1.24 2.87 -8.58
H 0.22 3.48 -7.54
H -1.30 4.34 -7.67
O 4.97 0.51 3.13
S 5.74 0.22 1.94
O 6.12 -1.10 1.49
O 4.96 0.97 0.73
C 5.36 0.87 -0.64
C 4.24 0.15 -1.37
C 7.31 1.26 1.99
H 6.35 0.42 -0.78
H 5.36 1.94 -0.86
H 4.38 -0.92 -1.25
H 4.34 0.30 -2.44
H 3.21 0.46 -1.19
H 6.98 2.28 2.19
H 7.87 1.10 1.07
H 7.96 1.02 2.83
O -2.99 4.36 5.25
S -2.45 4.39 6.67
O -3.35 4.43 7.78
O -1.44 3.03 6.80
C -0.75 2.51 5.67
C 0.68 3.17 5.78
C -1.29 5.86 6.75
H -1.24 2.78 4.74
H -0.66 1.42 5.68
H 1.33 3.02 4.93
H 1.25 2.82 6.64
H 0.70 4.25 5.90
H -0.58 5.66 7.55
H -1.93 6.74 6.66
H -0.77 5.85 5.80
O -5.18 -2.76 -3.78
S -4.14 -1.74 -4.00
O -3.85 -0.71 -3.03
O -2.81 -2.51 -4.56
C -2.85 -3.84 -5.12
C -1.67 -4.16 -6.03
C -4.55 -1.04 -5.70
H -3.84 -3.97 -5.55
H -2.86 -4.63 -4.36
H -0.76 -4.42 -5.49
H -1.38 -3.28 -6.61
H -1.88 -5.00 -6.68
H -4.45 -1.98 -6.25
H -3.79 -0.31 -5.97
H -5.57 -0.66 -5.74
O 11.14 -2.25 4.35
S 10.19 -3.27 4.11
O 10.60 -4.69 4.35
O 8.90 -2.92 5.05
C 8.28 -1.66 4.91
C 6.84 -1.91 4.71
C 9.29 -3.14 2.37
H 8.70 -1.03 4.12
H 8.44 -1.05 5.80
H 6.35 -2.04 5.67
H 6.56 -2.62 3.93
H 6.29 -1.05 4.34
H 9.04 -2.08 2.27
H 8.46 -3.84 2.41
H 10.09 -3.46 1.70
O 4.01 6.39 0.94
S 3.77 6.07 2.33
O 4.47 6.81 3.44
O 2.11 6.03 2.65
C 1.29 5.60 1.56
C -0.07 4.97 1.95
C 4.16 4.25 2.54
H 1.90 4.84 1.09
H 1.13 6.35 0.79
H -0.85 5.63 2.31
H 0.18 4.23 2.71
H -0.39 4.42 1.06
H 5.24 4.20 2.68
H 3.83 3.73 1.64
H 3.65 4.03 3.48
O -3.11 0.19 0.22
S -1.78 0.82 0.06
O -1.52 2.10 0.75
O -0.75 -0.29 0.61
C 0.70 0.06 0.58
C 1.36 -0.10 1.94
C -1.41 0.79 -1.73
H 0.74 1.06 0.15
H 1.18 -0.66 -0.09
H 0.93 0.48 2.75
H 2.40 0.24 1.87
H 1.46 -1.13 2.29
H -1.95 1.62 -2.18
H -1.71 -0.15 -2.19
H -0.33 0.95 -1.83
O -7.53 -0.52 0.82
S -7.40 -1.88 0.23
O -8.04 -3.07 0.86
O -7.93 -1.77 -1.33
C -8.44 -2.91 -2.00
C -9.97 -3.05 -1.58
C -5.61 -2.37 -0.14
H -7.82 -3.78 -1.79
H -8.29 -2.79 -3.08
H -10.34 -3.87 -2.19
H -10.60 -2.16 -1.56
H -10.04 -3.37 -0.54
H -5.00 -1.58 0.30
H -5.50 -2.35 -1.23
H -5.51 -3.36 0.30
O 4.73 2.90 -4.09
S 3.54 3.53 -3.58
O 3.45 3.85 -2.18
O 3.18 4.94 -4.47
C 2.16 5.85 -3.99
C 1.80 6.88 -5.04
C 2.06 2.56 -4.16
H 2.57 6.31 -3.09
H 1.29 5.23 -3.76
H 0.82 7.32 -4.85
H 1.78 6.51 -6.07
H 2.51 7.70 -5.09
H 1.89 2.76 -5.22
H 1.25 2.75 -3.45
H 2.29 1.50 -4.05
O 0.90 -8.16 8.69
S 2.03 -8.35 7.82
O 2.29 -9.65 7.25
O 1.90 -7.20 6.66
C 2.72 -7.27 5.55
C 3.01 -5.89 4.94
C 3.51 -7.74 8.63
H 2.31 -7.87 4.73
H 3.68 -7.75 5.76
H 2.07 -5.42 4.67
H 3.67 -5.90 4.07
H 3.52 -5.23 5.65
H 3.25 -6.71 8.89
H 4.42 -7.75 8.03
H 3.71 -8.27 9.56
O -1.70 4.42 -1.98
S -1.37 5.82 -2.15
O -0.06 6.33 -1.76
O -1.60 6.27 -3.68
C -2.86 5.97 -4.29
C -2.66 6.20 -5.77
C -2.63 6.90 -1.32
H -3.65 6.61 -3.90
H -3.11 4.91 -4.22
H -2.76 7.24 -6.07
H -3.50 5.70 -6.25
H -1.67 5.88 -6.08
H -2.20 7.27 -0.39
H -3.52 6.28 -1.14
H -2.77 7.80 -1.91
O 3.39 -6.34 -5.50
S 3.63 -6.40 -4.06
O 4.76 -5.64 -3.51
O 2.28 -5.70 -3.25
C 1.06 -6.02 -3.75
C -0.09 -5.50 -2.84
C 3.53 -8.11 -3.30
H 1.04 -7.11 -3.78
H 0.83 -5.79 -4.79
H -0.01 -4.42 -2.85
H -0.07 -5.91 -1.83
H -1.06 -5.82 -3.22
H 2.77 -8.74 -3.76
H 3.34 -8.10 -2.23
H 4.52 -8.55 -3.46
O 2.43 -2.39 5.52
S 1.99 -1.17 6.11
O 0.66 -0.60 5.87
O 2.21 -1.31 7.79
C 1.47 -0.49 8.64
C 2.23 -0.38 9.91
C 3.29 0.16 5.74
H 0.50 -0.94 8.86
H 1.24 0.48 8.19
H 3.28 -0.08 9.82
H 2.29 -1.33 10.44
H 1.66 0.26 10.59
H 4.19 -0.40 5.48
H 3.53 0.77 6.60
H 3.00 0.86 4.96
O -7.41 4.20 -2.97
S -6.50 4.71 -3.98
O -6.22 6.17 -4.02
O -5.16 3.74 -4.13
C -5.25 2.37 -3.72
C -5.09 2.34 -2.13
C -7.18 4.31 -5.69
H -4.50 1.70 -4.16
H -6.22 1.96 -4.01
H -5.86 2.82 -1.52
H -4.13 2.74 -1.79
H -5.05 1.31 -1.77
H -6.77 3.31 -5.86
H -6.71 5.03 -6.36
H -8.25 4.47 -5.57
C 2.98 -2.49 -3.83
S 1.32 -1.77 -3.43
O 1.56 -0.58 -2.53
C 0.79 -1.13 -5.05
H 3.55 -1.73 -4.36
H 2.87 -3.33 -4.52
H 3.46 -2.70 -2.87
H 0.46 -1.94 -5.70
H 1.53 -0.48 -5.53
H -0.03 -0.46 -4.80
C -2.17 -4.80 1.26
S -2.44 -4.61 -0.53
O -3.96 -4.83 -0.75
C -2.01 -2.85 -0.74
H -1.59 -5.70 1.47
H -3.08 -4.97 1.85
H -1.65 -3.95 1.70
H -0.93 -2.73 -0.64
H -2.58 -2.24 -0.03
H -2.22 -2.58 -1.77
C -5.03 -0.19 3.23
S -4.08 -1.56 4.03
O -4.08 -2.66 2.96
C -2.45 -0.69 3.80
H -4.86 0.77 3.72
H -6.06 -0.50 3.34
H -4.83 -0.01 2.17
H -2.59 0.21 4.40
H -2.15 -0.38 2.80
H -1.65 -1.34 4.16
C 1.70 -5.66 0.84
S 3.15 -4.58 0.23
O 4.48 -5.13 0.74
C 2.83 -2.96 1.04
H 1.63 -6.57 0.24
H 0.76 -5.11 0.76
H 1.91 -5.91 1.88
H 3.46 -2.10 0.80
H 3.01 -3.17 2.09
H 1.77 -2.76 0.90
C -4.79 3.04 1.69
S -5.46 4.71 1.08
O -6.88 4.78 1.67
C -4.47 5.76 2.21
H -3.74 3.17 1.97
H -4.97 2.30 0.92
H -5.29 2.77 2.62
H -3.42 5.47 2.23
H -4.95 5.71 3.19
H -4.45 6.80 1.90
```

Relative energy (zero: lowest compared OMol25 entry of this formula, charge and spin) in kcal per mole: 145.2


A molecular structure, C10H10NPS at a distorted geometry, computed with ωB97M-V with the def2-TZVPD basis set.

```
23
Properties=species:S:1:pos:R:3
C 2.33 -1.29 -0.10
C 2.27 1.09 -0.35
C 0.99 -1.32 -0.35
C 0.93 1.08 -0.47
C 2.99 -0.08 -0.03
C 0.28 -0.12 -0.57
C -5.11 -0.67 0.70
C -4.40 -0.12 -0.29
C -1.90 1.24 0.04
C 4.45 0.12 0.40
N -3.95 -1.19 0.68
P -3.69 1.53 0.03
S -1.52 -0.07 -0.89
H 2.79 -2.28 0.18
H 2.77 1.99 -0.46
H 0.30 -2.19 -0.38
H 0.38 1.95 -0.76
H -6.16 -0.57 1.10
H -4.60 -0.41 -1.32
H 4.99 -0.90 0.46
H 5.05 0.74 -0.38
H 4.50 0.46 1.39
H -3.69 1.02 1.38
```

Relative energy (zero: lowest compared OMol25 entry of this formula, charge and spin) in kcal per mole: 86.9


A single C6H15NO molecule at a distorted geometry, computed with ωB97M-V with the def2-TZVPD basis set.

```
23
Properties=species:S:1:pos:R:3
C 1.20 0.39 -3.23
C 1.88 0.45 -1.86
C 0.97 -0.62 -1.02
N 1.22 -0.61 0.37
C 0.15 0.10 1.21
C -1.30 -0.34 1.48
C -1.95 0.57 2.53
O -3.31 0.18 2.67
H 2.11 0.52 -3.90
H 0.39 1.10 -3.60
H 0.93 -0.62 -3.63
H 2.03 1.34 -1.31
H 2.91 -0.01 -1.72
H -0.13 -0.37 -1.35
H 1.19 -1.67 -1.52
H 1.40 -1.54 0.75
H 0.71 0.25 2.27
H 0.00 1.02 0.70
H -1.45 -1.29 1.79
H -2.00 -0.17 0.55
H -1.49 0.45 3.55
H -2.04 1.56 2.12
H -3.44 -0.72 3.12
```

Relative energy (zero: lowest compared OMol25 entry of this formula, charge and spin) in kcal per mole: 83.6
Structure (SMILES): CCCNCCCO


A molecular structure, CF3OPmS at a distorted geometry, computed with ωB97M-V with the def2-TZVPD basis set.

```
7
Properties=species:S:1:pos:R:3
Pm -0.78 -0.98 2.71
S -0.34 -0.50 -1.04
O -0.94 -0.15 0.35
C 0.57 0.83 -1.44
F 0.45 1.95 -0.84
F 0.99 0.96 -2.65
F 3.30 0.47 -0.41
```

Relative energy (zero: lowest compared OMol25 entry of this formula, charge and spin) in kcal per mole: 68.2
Expectation value of S²: 8.756
Net charge: +1
Spin multiplicity: 6


A single C4H4N2 molecule at a distorted geometry, computed with ωB97M-V with the def2-TZVPD basis set.

```
10
Properties=species:S:1:pos:R:3
N 0.97 1.03 -1.04
N -0.09 0.67 -1.52
C -0.83 -0.16 -0.66
C 0.17 -0.89 0.26
C 0.99 0.40 0.25
C -0.49 0.23 0.81
H -1.74 -0.37 -1.09
H 0.39 -2.00 0.53
H 1.90 0.52 0.83
H -1.25 0.56 1.63
```

Relative energy (zero: lowest compared OMol25 entry of this formula, charge and spin) in kcal per mole: 93.8
Structure (SMILES): N1=N[C@H]2[C@H]3[C@@H]1[C@@H]23


2 unconnected molecules or ions with the total composition C13H7Cl3N3O3S at a distorted geometry, computed with ωB97M-V with the def2-TZVPD basis set.

```
30
Properties=species:S:1:pos:R:3
C 2.79 -2.98 0.37
C 3.16 -2.73 -1.06
O 2.38 -2.93 -1.99
N 4.46 -2.25 -1.27
C 5.37 -1.81 -0.32
S 6.97 -1.43 -0.66
N 4.81 -1.70 0.95
C 3.55 -2.13 1.36
O 3.07 -1.82 2.45
H 1.72 -2.74 0.50
H 4.88 -2.44 -2.19
H 5.47 -1.44 1.69
Cl 3.13 -4.63 0.67
C 4.00 -9.30 2.22
Cl 4.90 -7.88 2.60
C 2.69 -9.36 2.87
O 2.25 -8.42 3.52
C 1.90 -10.60 2.58
C 2.14 -11.25 1.33
C 1.54 -12.53 1.19
C 0.97 -13.10 2.32
C 0.59 -12.27 3.39
N 0.93 -10.97 3.43
C 3.11 -10.68 0.44
Cl 2.79 -10.87 -1.21
C 4.15 -9.87 0.97
H 1.57 -13.05 0.21
H 0.70 -14.15 2.35
H 0.02 -12.70 4.23
H 5.05 -9.61 0.39
```

Relative energy (zero: lowest compared OMol25 entry of this formula, charge and spin) in kcal per mole: 11.0
Net charge: -1


2 unconnected molecules or ions with the total composition CH3Cl2F, computed with ωB97M-V with the def2-TZVPD basis set.

```
7
Properties=species:S:1:pos:R:3
F 0.46 1.08 -0.60
C 0.79 0.08 0.25
Cl 2.10 -0.90 -0.44
H -0.07 -0.58 0.39
H 1.14 0.49 1.19
Cl -2.11 -0.72 -0.34
H -2.30 0.55 -0.46
```

Relative energy (zero: lowest compared OMol25 entry of this formula, charge and spin) in kcal per mole: 0.2
Structure (SMILES): FCCl.Cl


A molecular structure, C24H30N8SbTi, computed with ωB97M-V with the def2-TZVPD basis set.

```
64
Properties=species:S:1:pos:R:3
Ti 0.24 -0.82 0.13
C 2.75 1.17 -0.65
C 2.78 0.83 0.81
C 3.97 0.90 1.53
C 3.96 0.64 2.88
C 2.74 0.35 3.50
C 1.60 0.29 2.74
N 1.63 0.48 1.40
Sb -0.35 -0.09 3.58
C -0.68 -1.46 1.96
C -0.25 -2.80 2.23
C -0.98 -3.85 1.75
C -2.16 -3.61 1.01
C -2.43 -2.33 0.60
C -3.61 -1.98 -0.25
N -1.61 -1.29 0.96
C -1.16 1.80 2.90
C -1.59 2.60 3.96
C -2.04 3.88 3.71
C -2.05 4.33 2.40
C -1.62 3.48 1.39
C -1.64 3.95 -0.04
N -1.18 2.23 1.63
H 2.68 2.25 -0.77
H 3.65 0.84 -1.17
H 1.89 0.74 -1.16
H 4.89 1.16 1.01
H 4.87 0.67 3.46
H 2.70 0.18 4.57
H 0.62 -2.97 2.85
H -0.69 -4.87 1.97
H -2.83 -4.42 0.74
H -4.37 -1.47 0.34
H -3.31 -1.28 -1.04
H -4.06 -2.86 -0.71
H -1.58 2.21 4.97
H -2.38 4.52 4.52
H -2.38 5.33 2.16
H -2.04 4.95 -0.12
H -0.62 3.95 -0.45
H -2.26 3.30 -0.66
N -0.85 0.70 -1.04
C -0.45 1.25 -2.35
C -0.12 0.12 -3.32
C -1.28 -0.87 -3.49
C -0.99 -2.28 -3.00
N -0.49 -2.38 -1.60
H -1.72 0.18 -1.13
H -1.05 1.43 -0.35
H 0.40 1.91 -2.20
H -1.26 1.86 -2.76
H 0.78 -0.40 -2.97
H 0.16 0.56 -4.28
H -1.53 -0.96 -4.55
H -2.18 -0.48 -3.02
H -0.24 -2.72 -3.66
H -1.89 -2.88 -3.11
H 0.38 -2.90 -1.62
H -1.12 -2.99 -1.08
N 1.92 -1.96 -0.28
C 2.63 -2.05 -1.22
N 3.36 -2.27 -2.23
C 3.79 -1.23 -2.93
N 4.14 -0.32 -3.55
```

Net charge: +1


| no. | total energy (Ha) |
| --- | --- |
| 1 | -13167.6864 |
| 2 | -1181.1240 |
| 3 | -367.4980 |
| 4 | -1418.9149 |
| 5 | -264.1770 |
| 6 | -2668.4115 |
| 7 | -1060.1355 |
| 8 | -2460.1161 |